No. 1
{"formula": "C2H3N2O2", "method": "the ωB97M-V functional and the def2-TZVPD basis", "orbital_gap_ev": 6.44, "charge": -1, "de_lowest_kj_mol": 487.0, "homo_ev": -2.18, "lumo_ha": 0.1565, "elements": ["C", "C", "N", "N", "O", "O", "H", "H", "H"], "xyz": [[0.42838, 0.44243, -0.25129], [0.88684, -1.24091, 0.89184], [-0.01484, -0.03396, -1.45840], [0.59566, -0.65029, -2.40270], [-0.15626, -0.92141, -3.43722], [1.08249, -2.29964, 0.36962], [-0.48307, 0.62766, 0.33850], [0.71635, -1.03420, 1.87302], [-0.93506, 0.24852, -1.86510]], "lowdin_charge": [-0.1776, -0.2088, -0.2058, -0.1572, -0.2844, -0.0478, -0.0461, 0.0028, 0.1248]}

No. 2
{"formula": "C3H3N3", "method": "the ωB97M-V functional and the def2-TZVPD basis", "orbital_gap_ev": [7.32, 8.02], "de_lowest_kj_mol": 589.3, "homo_ev": [-10.49, -10.49], "smiles": "CC1=C=NN=N1", "lumo_ha": [-0.1164, -0.0907], "elements": ["C", "C", "C", "N", "N", "N", "H", "H", "H"], "xyz": [[-0.71177, 1.07341, -0.48795], [0.07576, -0.06773, -0.10382], [1.41129, -0.24776, 0.22497], [1.77021, -1.41495, 0.70094], [0.63630, -1.98249, 0.81809], [-0.38961, -1.19554, 0.40089], [-1.69280, 0.77595, 0.00923], [-0.23338, 1.89861, 0.07356], [-0.86600, 1.16051, -1.63592]], "lowdin_charge": [-0.0508, -0.4211, 0.1227, -0.0196, -0.0250, 0.0726, 0.1067, 0.0929, 0.1213]}

No. 3
{"formula": "C21H45HfNO10P", "method": "the ωB97M-V functional and the def2-TZVPD basis", "orbital_gap_ev": 10.88, "charge": 3, "homo_ev": -19.06, "lumo_ha": -0.3007, "elements": ["Hf", "C", "C", "O", "C", "C", "O", "C", "C", "O", "C", "C", "O", "C", "C", "O", "H", "H", "H", "H", "H", "H", "H", "H", "H", "H", "H", "H", "H", "H", "H", "H", "H", "H", "H", "H", "C", "N", "C", "C", "O", "H", "H", "H", "H", "H", "H", "H", "C", "C", "C", "C", "O", "P", "O", "O", "O", "C", "C", "C", "C", "H", "H", "H", "H", "H", "H", "H", "H", "H", "H", "H", "H", "H", "H", "H", "H", "H", "H"], "xyz": [[-0.31009, 0.31095, 0.38576], [0.23333, 0.02485, 3.73395], [-1.23227, -0.25709, 3.50254], [-1.34313, -0.72045, 2.13191], [-2.30286, -1.78593, 1.89640], [-1.92076, -2.37097, 0.56673], [-1.81532, -1.27081, -0.37760], [-3.12211, -0.92703, -0.93319], [-3.25026, 0.57009, -0.96852], [-2.61102, 1.05756, 0.22944], [-2.83474, 2.47099, 0.39136], [-2.05434, 2.89028, 1.59457], [-0.71377, 2.34407, 1.47697], [0.13234, 2.84719, 2.55278], [1.30934, 1.91429, 2.63320], [0.78341, 0.57875, 2.52124], [0.79378, -0.88313, 3.95039], [0.36652, 0.71870, 4.56484], [-1.86896, 0.62187, 3.61762], [-1.59212, -1.03923, 4.17186], [-3.30504, -1.35354, 1.91354], [-2.21165, -2.52877, 2.69045], [-2.64344, -3.10313, 0.20675], [-0.93580, -2.82865, 0.59174], [-3.88230, -1.36840, -0.29081], [-3.19581, -1.36384, -1.92914], [-4.30353, 0.85899, -0.96771], [-2.75732, 1.01604, -1.83390], [-3.89976, 2.65836, 0.54886], [-2.51181, 2.98952, -0.51332], [-2.49393, 2.50693, 2.51876], [-1.99229, 3.97850, 1.65676], [-0.46327, 2.84186, 3.46975], [0.42379, 3.87381, 2.32483], [1.85810, 2.03027, 3.56835], [2.00348, 2.03531, 1.80458], [0.57133, 4.31294, -3.44647], [0.52755, 3.42957, -2.26414], [1.49713, 3.72831, -1.21056], [-0.33863, 2.46599, -2.20282], [-0.49960, 1.64917, -1.23725], [1.55377, 4.22833, -3.90611], [0.40216, 5.33910, -3.12672], [-0.19631, 4.01486, -4.15495], [2.45885, 3.92036, -1.68208], [1.58862, 2.88010, -0.54215], [1.18070, 4.62694, -0.68129], [-0.99361, 2.36872, -3.07194], [2.22849, -3.86873, 0.42106], [1.86481, -2.82050, 1.44701], [0.83424, -3.34552, 2.41903], [3.05925, -2.20924, 2.14111], [1.16604, -1.62802, 0.65964], [1.94394, -0.83043, -0.51483], [3.28030, -1.19800, -0.92186], [1.62046, 0.60842, 0.04825], [0.71524, -0.89877, -1.53137], [0.79262, -1.19842, -3.04880], [1.65469, -0.13035, -3.67998], [1.38422, -2.58368, -3.18687], [-0.64696, -1.15300, -3.50293], [2.58559, -4.74611, 0.96418], [3.01979, -3.54382, -0.24701], [1.35408, -4.17657, -0.15349], [1.35098, -3.96151, 3.15517], [0.09643, -3.98758, 1.93953], [0.33393, -2.54607, 2.96091], [3.56580, -2.99714, 2.70095], [2.76164, -1.43610, 2.84889], [3.77655, -1.80071, 1.43278], [2.65735, -0.11471, -3.25491], [1.20062, 0.85621, -3.59596], [1.75707, -0.35601, -4.74265], [2.42703, -2.61410, -2.88033], [1.33226, -2.87559, -4.23693], [0.80867, -3.30904, -2.61239], [-1.10608, -0.18919, -3.27572], [-1.22349, -1.95512, -3.04459], [-0.68394, -1.29321, -4.58314]], "lowdin_charge": [1.9598, -0.0968, -0.0824, -0.2759, -0.0906, -0.1043, -0.2480, -0.0826, -0.1146, -0.2367, -0.1186, -0.1012, -0.2502, -0.0922, -0.1102, -0.2468, 0.1259, 0.1565, 0.1346, 0.1557, 0.1511, 0.1545, 0.1647, 0.1093, 0.1434, 0.1472, 0.1623, 0.1220, 0.1639, 0.1384, 0.1415, 0.1616, 0.1448, 0.1573, 0.1616, 0.1282, 0.0291, -0.1182, 0.0319, -0.2222, -0.1743, 0.1142, 0.1147, 0.1042, 0.1190, 0.0642, 0.1159, 0.1651, -0.0043, -0.4913, -0.0061, 0.0023, -0.2688, 0.3189, -0.1536, -0.3610, -0.2569, -0.5197, 0.0061, -0.0022, -0.0045, 0.1206, 0.0904, 0.0954, 0.1231, 0.0958, 0.0629, 0.1197, 0.0863, 0.0929, 0.0979, 0.0733, 0.1188, 0.0935, 0.1168, 0.0957, 0.0718, 0.0902, 0.1193]}

No. 4
{"formula": "C18H27N9", "method": "the ωB97M-V functional and the def2-TZVPD basis", "spin_multiplicity": 2, "orbital_gap_ev": [2.34, 10.96], "charge": -1, "de_lowest_kj_mol": 72.8, "homo_ev": [-0.06, -8.71], "lumo_ha": [0.0838, 0.0826], "elements": ["C", "C", "N", "H", "H", "H", "C", "C", "N", "H", "H", "H", "C", "C", "N", "H", "H", "H", "C", "C", "N", "H", "H", "H", "C", "C", "N", "H", "H", "H", "C", "C", "N", "H", "H", "H", "C", "C", "N", "H", "H", "H", "C", "C", "N", "H", "H", "H", "C", "C", "N", "H", "H", "H"], "xyz": [[-1.85182, -2.08839, -4.88125], [-1.92749, -1.33036, -3.70184], [-2.00231, -0.69100, -2.69541], [-1.60803, -1.40617, -5.69565], [-2.88700, -2.40390, -5.01151], [-1.20450, -2.96089, -4.79289], [-0.80232, -5.58383, 0.94272], [-0.62184, -6.12100, 2.34980], [-0.51213, -6.49034, 3.47101], [-1.76557, -5.89017, 0.53480], [0.08547, -5.65723, 0.31459], [-0.83673, -4.50853, 1.11774], [3.78363, -3.75021, -0.05287], [5.24861, -3.39819, -0.10865], [6.35582, -3.06869, -0.20693], [3.22847, -3.18657, -0.80267], [3.40204, -3.59672, 0.95656], [3.70596, -4.82789, -0.19667], [-4.17244, 0.46195, 0.05796], [-4.19141, -0.28005, 1.36183], [-4.22859, -0.85763, 2.35455], [-4.66321, 1.42086, 0.22449], [-4.78165, -0.04175, -0.69255], [-3.16092, 0.56732, -0.33425], [-1.69751, 4.02188, -2.58785], [-1.90381, 3.36859, -1.28646], [-2.07766, 2.84378, -0.22107], [-1.75550, 3.36263, -3.45395], [-0.70114, 4.44243, -2.72390], [-2.41473, 4.83192, -2.72025], [0.25534, 0.39850, -0.04967], [0.42457, -1.08719, -0.06460], [0.52789, -2.25838, 0.02932], [1.08873, 0.84233, 0.49492], [-0.63733, 0.64043, 0.52713], [-0.04529, 0.74941, -1.03688], [3.79664, 0.52408, -1.18794], [3.79482, 1.49959, -0.08107], [3.83658, 2.27870, 0.85872], [4.68155, -0.10646, -1.10147], [3.69206, 0.92521, -2.19604], [2.88682, -0.06949, -1.09854], [1.43361, 4.71240, 1.65594], [1.36797, 4.89769, 3.17831], [1.33998, 5.03847, 4.31073], [0.73946, 5.32079, 1.07619], [1.40102, 3.67194, 1.33272], [2.47554, 4.97101, 1.46723], [-1.42193, 1.42083, 3.00823], [-0.71414, 2.07320, 4.04955], [-0.15574, 2.68653, 4.84511], [-1.82902, 2.02694, 2.19891], [-2.22544, 1.01962, 3.62590], [-0.75533, 0.64201, 2.63787]], "lowdin_charge": [-0.1968, -0.4168, 0.1389, 0.0684, 0.0805, 0.0802, -0.0812, -0.2557, 0.0889, 0.0726, 0.0663, 0.0482, -0.0858, -0.2733, 0.1004, 0.0533, 0.0732, 0.0691, -0.0989, -0.2740, 0.1092, 0.0671, 0.0673, 0.0211, -0.2292, -0.2448, 0.1324, 0.0335, 0.0485, 0.0631, -0.0934, -0.2577, 0.1174, 0.0628, 0.0235, 0.0378, -0.1108, -0.2510, 0.1146, 0.0743, 0.0599, 0.0421, -0.0756, -0.2738, 0.0976, 0.0612, 0.0362, 0.0559, -0.0869, -0.3036, 0.1356, 0.0541, 0.0805, 0.0734]}

No. 5
{"formula": "C18H50O15", "method": "the ωB97M-V functional and the def2-TZVPD basis", "orbital_gap_ev": 9.83, "de_lowest_kj_mol": 0.0, "homo_ev": -9.45, "smiles": "C1CCOC1.OCCO.OCCO.OCCO.OCCO.OCCO.OCCO.OCCO", "lumo_ha": 0.0139, "elements": ["C", "C", "C", "O", "C", "H", "H", "H", "H", "H", "H", "H", "H", "O", "C", "C", "O", "H", "H", "H", "H", "H", "H", "O", "C", "C", "O", "H", "H", "H", "H", "H", "H", "O", "C", "C", "O", "H", "H", "H", "H", "H", "H", "O", "C", "C", "O", "H", "H", "H", "H", "H", "H", "O", "C", "C", "O", "H", "H", "H", "H", "H", "H", "O", "C", "C", "O", "H", "H", "H", "H", "H", "H", "O", "C", "C", "O", "H", "H", "H", "H", "H", "H"], "xyz": [[2.63934, -3.98639, 2.29745], [2.55514, -5.37301, 1.61957], [3.99706, -5.57208, 1.18788], [4.76318, -5.08072, 2.27852], [4.10337, -3.90780, 2.73073], [1.92334, -3.97159, 3.11712], [2.39849, -3.22791, 1.55036], [1.81864, -5.49081, 0.82849], [2.30608, -6.06130, 2.43044], [4.29117, -5.03233, 0.27701], [4.24522, -6.61814, 0.99443], [4.53332, -2.98833, 2.30892], [4.23482, -3.75314, 3.80443], [-1.02668, 0.02398, -4.49850], [-0.45736, -0.11635, -3.21114], [0.22080, -1.47991, -3.13685], [-0.75003, -2.53559, -3.08416], [-1.56343, 0.82036, -4.52035], [0.28263, 0.67912, -3.06924], [-1.15705, -0.05834, -2.37160], [0.76277, -1.48633, -2.19114], [0.87586, -1.61716, -4.00068], [-1.38441, -2.29749, -3.77698], [4.49699, 0.76183, 1.83484], [4.21240, 0.04179, 3.02509], [5.45852, -0.05530, 3.85256], [5.92712, 1.23444, 4.22189], [3.71242, 0.71889, 1.24337], [3.36291, 0.49570, 3.55188], [3.90679, -0.96981, 2.72161], [6.25558, -0.55893, 3.28861], [5.23242, -0.65107, 4.75041], [6.62549, 1.17020, 4.87339], [-5.15982, -0.43343, 0.97565], [-4.12987, 0.23047, 1.71645], [-3.79927, 1.55510, 1.01951], [-3.17109, 1.34951, -0.22698], [-5.98598, 0.05464, 1.03716], [-4.47461, 0.42209, 2.73724], [-3.27919, -0.44649, 1.73129], [-3.16576, 2.15114, 1.68313], [-4.70893, 2.15396, 0.88268], [-3.81294, 0.90756, -0.82033], [1.68182, 2.98507, -0.30870], [1.51537, 4.07847, 0.63213], [1.01735, 3.49338, 1.91971], [-0.28337, 2.95106, 1.74685], [2.24514, 3.29832, -1.02477], [2.46475, 4.61636, 0.72417], [0.79428, 4.78800, 0.20276], [0.86875, 4.29192, 2.65052], [1.73701, 2.76721, 2.31282], [-0.22630, 2.27371, 1.03148], [-4.87385, -2.36973, -0.97314], [-3.94489, -1.73431, -1.80293], [-4.50670, -0.60271, -2.63785], [-4.66621, 0.60577, -1.89671], [-4.98989, -1.84029, -0.15916], [-3.07257, -1.43304, -1.21253], [-3.56991, -2.45043, -2.53730], [-5.45675, -0.95825, -3.06515], [-3.85101, -0.50253, -3.51517], [-4.65847, 1.32965, -2.53448], [-0.47047, 1.01551, -0.26818], [0.03745, -0.32443, -0.09459], [1.52783, -0.38993, -0.38935], [2.23938, 0.61515, 0.30387], [-1.44310, 0.98130, -0.16748], [-0.09074, -0.52666, 0.98105], [-0.59337, -1.00484, -0.67290], [1.66015, -0.21108, -1.46370], [1.85868, -1.37095, -0.05936], [1.81172, 1.48255, 0.16259], [-3.07938, 2.71962, -3.80502], [-2.99561, 3.57928, -2.68343], [-1.93781, 3.15954, -1.69216], [-0.65244, 3.57499, -2.16945], [-2.28945, 2.89104, -4.33100], [-2.88436, 4.61672, -2.99861], [-3.93154, 3.50391, -2.12209], [-1.94024, 2.07173, -1.57950], [-2.14421, 3.60473, -0.71357], [-0.02246, 3.42318, -1.45381]], "lowdin_charge": [-0.1604, -0.1590, -0.2171, -0.1268, -0.2154, 0.1068, 0.0895, 0.1106, 0.1125, 0.1228, 0.1197, 0.0987, 0.1190, -0.0467, -0.2485, -0.2232, -0.0617, 0.0609, 0.1260, 0.0963, 0.0698, 0.1296, 0.0768, -0.0829, -0.2605, -0.2596, -0.0608, 0.0386, 0.1213, 0.0951, 0.1224, 0.1187, 0.0775, -0.0820, -0.1823, -0.2043, -0.1455, 0.1082, 0.1214, 0.1263, 0.1220, 0.1278, -0.0117, -0.0983, -0.1743, -0.2312, -0.0737, 0.1261, 0.1302, 0.1256, 0.1277, 0.1234, 0.0465, -0.0552, -0.2582, -0.1773, -0.0406, 0.0525, 0.1145, 0.1167, 0.1328, 0.1190, 0.0997, -0.1265, -0.1841, -0.2056, -0.0842, 0.0507, 0.1333, 0.1057, 0.1046, 0.1232, 0.0276, -0.0610, -0.2282, -0.2416, -0.0637, 0.0895, 0.1267, 0.1163, 0.0769, 0.1297, 0.0351]}

No. 6
{"formula": "CH5NO2", "method": "the ωB97M-V functional and the def2-TZVPD basis", "orbital_gap_ev": 11.02, "de_lowest_kj_mol": 11.8, "homo_ev": -10.26, "smiles": "O=CO.N", "lumo_ha": 0.0277, "elements": ["O", "C", "O", "H", "H", "N", "H", "H", "H"], "xyz": [[0.41337, 1.43852, 0.23079], [0.37440, 0.84922, -0.83264], [-0.22599, -0.32295, -1.10925], [0.85539, 1.25700, -1.72597], [-0.37193, -0.74408, -0.16113], [-0.42713, -1.43985, 1.28990], [0.14682, -0.71006, 1.71161], [-0.00292, -2.35312, 1.52559], [-1.38299, -1.39068, 1.64422]], "lowdin_charge": [0.0171, -0.4087, 0.0009, 0.1251, 0.0424, 0.0413, 0.0493, 0.0697, 0.0628]}